a | Formula: C3H3N3
Source: OMol25
Level of theory: wB97M-V/def2-TZVPD

Computed properties:
lowest unoccupied orbital energy	-0.015	Eh
total charge	0
HOMO level	-10.242	eV
orbital gap	9.83	eV

XYZ file:
```
9
Properties=species:S:1:pos:R:3:lowdin_charge:R:1
C -1.86314 -0.54005 -0.11524 -0.098
C 1.13717 0.82998 -0.10438 -0.247
C 1.89275 -0.34666 0.08336 -0.139
H -2.72811 -1.50256 0.26660 0.167
H -2.36923 0.39972 0.09504 0.048
H 1.55915 1.76033 0.02261 0.101
N -0.62953 -0.58312 -0.11249 -0.029
N -0.05823 0.81153 -0.03503 0.046
N 3.05918 -0.82918 -0.10048 0.151
```

---

b | Formula: C3H3N3
Source: OMol25
Level of theory: wB97M-V/def2-TZVPD

Computed properties:
lowest unoccupied orbital energy	-0.052	Eh
total charge	0
structure (SMILES)	[H]/N=C1/C=NC=N1
HOMO level	-10.364	eV
orbital gap	8.94	eV

XYZ file:
```
9
Properties=species:S:1:pos:R:3:lowdin_charge:R:1
H -0.74726 -1.85227 1.66330 0.100
N -0.77737 -1.74197 0.58432 0.177
C -0.24861 -0.62951 0.17477 -0.492
C -0.18126 -0.04806 -1.22838 -0.076
N 0.48865 1.06218 -1.14830 0.056
C 0.67063 1.34534 0.29694 -0.080
N 0.24914 0.30559 0.96154 0.048
H -0.57347 -0.64072 -2.14708 0.142
H 1.11955 2.19943 0.84288 0.124
```

---

So which one is most stable? That would be b, about 3.045 eV below the next structure.

---

a | Formula: C3H3N3
Source: OMol25
Level of theory: wB97M-V/def2-TZVPD

Computed properties:
lowest unoccupied orbital energy	-0.014	Eh
total charge	0
HOMO level	-9.899	eV
orbital gap	9.51	eV

XYZ file:
```
9
Properties=species:S:1:pos:R:3:lowdin_charge:R:1
C -0.50355 1.09700 -0.13200 -0.216
N -0.57205 0.59379 -1.31932 0.105
C -0.43445 -0.70126 -0.92838 -0.170
N 0.83425 -1.12328 -0.68035 0.105
C 0.90783 -0.62536 0.50899 -0.216
N -0.23179 0.14887 0.91053 -0.010
H -0.68603 2.13815 0.11477 0.117
H -1.03433 -0.73043 0.31775 0.167
H 1.72012 -0.79748 1.20802 0.117
```

---

b | Formula: C3H3N3
Source: OMol25
Level of theory: wB97M-V/def2-TZVPD

Computed properties:
lowest unoccupied orbital energy (spin up / spin down)	-0.038 / -0.141	Eh
total charge	0
HOMO level (spin up / spin down)	-10.803 / -9.580	eV
orbital gap (spin up / spin down)	9.76 / 5.75	eV

XYZ file:
```
9
Properties=species:S:1:pos:R:3:lowdin_charge:R:1
C 2.76041 -1.24998 -0.22146 -0.319
C 2.66335 1.13179 0.24143 -0.325
C -0.28620 0.40653 -0.02280 0.215
N 3.37194 -2.14198 -0.69931 0.184
N 2.66970 2.28533 0.41778 0.173
N 2.38199 -0.13880 0.24927 0.121
H -1.00612 0.19026 0.67279 -0.005
H 0.17500 1.32624 0.01274 -0.029
H -0.21308 -0.08214 -0.90767 -0.015
```

---

c | Formula: C3H3N3
Source: OMol25
Level of theory: wB97M-V/def2-TZVPD

Computed properties:
lowest unoccupied orbital energy	-0.024	Eh
total charge	0
structure (SMILES)	N#CC(N)C#N
HOMO level	-10.928	eV
orbital gap	10.28	eV

XYZ file:
```
9
Properties=species:S:1:pos:R:3:lowdin_charge:R:1
N 2.71348 -0.89873 -0.32355 0.164
C 1.65590 -0.48738 -0.07649 -0.153
C 0.28283 -0.00678 0.29538 -0.301
N -0.70646 -0.83127 -0.25668 0.046
C -0.43659 1.62293 0.12539 -0.116
N -1.54298 2.01471 0.16808 0.056
H 0.22260 0.09231 1.37031 0.114
H -1.59405 -0.38322 -0.08058 0.081
H -0.59472 -1.12256 -1.22185 0.108
```

---

So which one is most stable? That would be c, about 2.368 eV below the next structure.